{"formula": "C19H29Cl2N4O3", "method": "ωB97M-V with the def2-TZVPD basis set", "orbital_gap_ev": 4.5, "energy_ev": -57321.02602, "homo_ha": -0.077, "charge": -1, "species": ["C", "C", "C", "C", "C", "C", "C", "O", "C", "C", "C", "C", "C", "C", "C", "C", "Cl", "C", "C", "Cl", "H", "H", "H", "H", "H", "H", "H", "H", "H", "H", "H", "H", "H", "H", "H", "H", "H", "H", "H", "H", "H", "C", "O", "N", "N", "H", "H", "H", "H", "C", "O", "N", "N", "H", "H", "H", "H"], "coordinates": [[2.30, -3.18, -0.03], [2.39, -1.97, 0.53], [3.27, -0.85, 0.08], [2.76, -0.09, -1.20], [1.38, -0.55, -1.68], [0.79, 0.24, -2.83], [1.79, 0.54, -3.94], [-0.31, -0.44, -3.47], [-1.13, -1.24, -2.66], [-1.96, -0.54, -1.61], [-2.60, -1.34, -0.66], [-3.41, -0.78, 0.31], [-3.59, 0.60, 0.36], [-2.94, 1.40, -0.57], [-2.14, 0.84, -1.55], [2.77, 1.32, -0.92], [4.06, 2.34, -1.83], [2.07, 2.11, -0.10], [2.17, 3.60, 0.07], [0.87, 1.38, 0.96], [3.10, -3.58, -0.64], [1.40, -3.76, 0.13], [1.75, -1.78, 1.40], [4.26, -1.28, -0.14], [3.43, -0.14, 0.90], [0.63, -0.60, -0.87], [1.48, -1.58, -2.04], [0.46, 1.21, -2.43], [2.25, 1.52, -3.82], [2.55, -0.24, -4.01], [1.24, 0.57, -4.88], [-1.85, -1.71, -3.35], [-0.58, -2.06, -2.20], [-2.46, -2.41, -0.69], [-3.90, -1.44, 1.02], [-4.22, 1.04, 1.13], [-3.08, 2.47, -0.50], [-1.64, 1.47, -2.28], [1.26, 3.97, 0.56], [2.26, 4.10, -0.89], [3.02, 3.85, 0.71], [0.31, -5.09, 2.76], [-0.04, -4.88, 1.62], [1.26, -6.03, 3.09], [-0.22, -4.40, 3.82], [1.57, -6.20, 4.02], [1.68, -6.53, 2.33], [-0.90, -3.70, 3.61], [0.06, -4.55, 4.77], [-3.02, 4.78, 1.68], [-3.19, 4.77, 0.48], [-2.28, 3.84, 2.34], [-3.57, 5.76, 2.48], [-2.14, 3.84, 3.33], [-1.86, 3.12, 1.78], [-4.12, 6.46, 2.03], [-3.45, 5.79, 3.48]], "nbo_charge": [-0.4631, -0.1355, -0.4494, -0.4332, -0.4456, 0.1145, -0.6256, -0.5499, -0.0803, -0.0416, -0.2132, -0.2182, -0.2447, -0.2363, -0.1632, 0.1080, -0.2377, -0.1366, -0.6446, -0.0781, 0.1784, 0.2130, 0.1807, 0.1851, 0.1818, 0.1755, 0.1979, 0.1530, 0.2193, 0.2163, 0.1961, 0.1846, 0.1874, 0.2064, 0.1973, 0.2003, 0.2334, 0.2168, 0.2061, 0.2303, 0.2105, 0.7766, -0.6458, -0.8541, -0.8551, 0.3807, 0.4087, 0.4105, 0.3805, 0.7740, -0.6588, -0.8496, -0.8592, 0.3826, 0.4288, 0.4030, 0.3811]}

{"formula": "C3H9N3O", "method": "ωB97M-V with the def2-TZVPD basis set", "smiles": "[H]/N=C\\NC.NC=O", "orbital_gap_ev": 9.6, "energy_ev": -9772.82886, "homo_ha": -0.322, "charge": 0, "species": ["C", "N", "C", "N", "H", "H", "H", "H", "H", "H", "N", "C", "O", "H", "H", "H"], "coordinates": [[1.01, 0.50, -1.64], [0.29, -0.31, -0.67], [-1.17, -0.31, -0.68], [-1.94, 0.13, -1.60], [0.84, -1.04, -0.24], [-1.51, 0.77, -2.25], [-1.53, -1.19, -0.14], [0.68, 0.26, -2.65], [2.07, 0.31, -1.56], [0.84, 1.56, -1.44], [-0.02, -0.65, 2.59], [0.26, 0.23, 1.58], [1.37, 0.69, 1.45], [0.63, -0.68, 3.36], [-0.98, -0.82, 2.86], [-0.83, 0.55, 1.05]], "nbo_charge": [-0.4195, -0.6515, 0.2333, -0.6623, 0.4058, 0.3370, 0.1762, 0.1821, 0.2197, 0.1987, -0.8479, 0.5529, -0.6267, 0.3970, 0.3875, 0.1176]}

The lowest charge belongs to which entry? C19H29Cl2N4O3

What is the formula in the first record? C19H29Cl2N4O3

Which formula does entry 2 have? C3H9N3O

What is the formula in the second record? C3H9N3O